(1)
Density functional theory data (ωB97M-V/def2-TZVPD) for a molecular structure, C34H36AsBCl2N11O6SZr.

Structure (XYZ):
```
93
Properties=species:S:1:pos:R:3:lowdin_charge:R:1
Zr 0.615 0.569 -0.175 1.756
As 0.258 3.308 -0.815 0.969
Cl 3.160 0.336 4.411 0.647
Cl 1.231 -0.253 2.274 0.672
S -1.059 2.286 1.904 0.523
O 1.138 4.547 -1.689 -0.196
O 1.348 2.490 0.146 -0.523
O -1.021 1.432 0.612 -0.558
O 0.253 2.416 2.454 -0.330
O -0.146 2.102 -1.859 -0.421
O -2.043 1.756 2.813 -0.261
N -5.340 -2.996 5.569 0.129
N 2.573 0.796 -1.830 -0.025
N -1.185 -1.386 0.879 -0.005
N 2.864 0.554 -0.503 -0.052
N 1.676 -1.750 -0.572 0.015
N 0.416 -0.241 -2.825 -0.024
N 2.883 0.623 -4.760 0.195
N 2.233 -1.616 -1.811 -0.009
N -3.594 -3.825 6.892 0.080
N -0.456 -0.512 -1.807 -0.046
N 2.533 -0.477 -4.058 0.107
C -1.140 4.309 0.075 -0.227
C 3.709 1.514 -0.113 -0.312
C -2.646 4.525 1.948 -0.018
C -2.964 -0.594 -1.580 0.010
C -3.142 5.694 1.386 -0.023
C -3.091 -2.334 5.124 0.007
C -1.030 -2.710 0.715 -0.157
C 3.307 -3.275 -0.850 0.017
C -2.291 -1.001 1.497 -0.119
C 3.227 1.908 -2.234 -0.039
C 4.169 1.628 1.295 -0.009
C -1.633 5.476 -0.485 -0.058
C -0.252 0.071 -3.936 -0.036
C -1.878 -3.666 1.265 -0.024
C 2.729 -1.126 -6.157 0.076
C -4.885 -3.754 6.546 -0.170
C 3.402 1.219 -7.091 0.045
C -1.601 -0.012 -3.670 0.028
C -5.039 -1.510 3.773 0.000
C -2.995 -3.261 1.962 0.015
C -1.646 3.839 1.284 -0.259
C 3.229 -2.500 -1.978 -0.047
C -3.245 -1.885 2.045 -0.200
C 2.596 -0.886 3.299 -0.879
C 2.421 -1.548 -4.896 0.006
C -4.469 -2.309 4.839 -0.294
C 3.986 2.371 -1.185 0.024
C -2.646 6.159 0.176 -0.034
C 2.315 -2.776 0.003 -0.318
C -1.693 -0.360 -2.325 -0.280
C -4.465 -1.299 2.560 -0.035
C 1.985 -3.393 1.328 -0.043
C -2.713 -3.126 6.205 -0.128
C 3.021 0.257 -6.023 -0.220
B 1.948 -0.373 -2.663 -0.668
H 3.822 -2.519 -2.877 0.126
H -1.232 5.839 -1.422 0.115
H 3.145 2.254 -3.248 0.117
H 1.281 -2.801 1.904 0.025
H -3.110 0.170 -0.814 0.085
H -5.603 -4.332 7.114 0.115
H 2.785 -1.711 -7.059 0.139
H -0.195 -3.004 0.093 0.084
H -3.677 -3.987 2.387 0.137
H 0.258 0.343 -4.847 0.131
H 2.531 1.799 -7.404 0.122
H 3.978 -4.095 -0.658 0.123
H 4.153 1.922 -6.734 0.109
H 3.332 1.948 1.921 0.066
H -2.412 0.174 -4.353 0.126
H -4.955 -0.611 1.873 0.121
H 2.193 -1.720 3.860 0.045
H -1.669 -4.717 1.123 0.117
H -2.965 -1.576 -1.108 0.085
H 4.548 0.676 1.665 0.076
H -3.923 6.240 1.897 0.124
H -1.683 -3.191 6.538 0.108
H -3.796 -0.546 -2.277 0.095
H 2.899 -3.541 1.902 0.093
H -3.052 7.062 -0.260 0.122
H -3.015 4.143 2.890 0.128
H 1.863 4.909 -1.161 0.072
H -2.384 -1.736 4.566 0.108
H 1.557 -4.384 1.162 0.102
H -6.007 -1.075 3.999 0.122
H 2.117 -2.519 -4.538 0.152
H 3.388 -1.180 2.620 0.031
H 4.958 2.372 1.374 0.099
H 3.776 0.690 -7.964 0.104
H 4.641 3.226 -1.179 0.127
H -2.466 0.050 1.620 0.075
```

The LUMO energy (spin up / spin down) comes out at -5.5 / -10.2 eV. Its energy relative to the best compared isomer or geometry (same formula, charge and spin) is 2.637 eV. Its spin multiplicity is 2. Its total charge is +2.

---

(2)
Density functional theory data (ωB97M-V/def2-TZVPD) for 2 unconnected molecules or ions with the total composition C34H36ClF14N5O4PS3.

Structure (XYZ):
```
98
Properties=species:S:1:pos:R:3:lowdin_charge:R:1
Cl 2.152 -0.916 -3.387 0.405
S -3.640 3.844 2.742 0.950
S -2.897 -2.688 -2.832 0.838
S -1.074 -4.116 -0.782 0.762
P 1.584 1.133 -3.254 0.878
F -3.104 2.925 3.998 -0.149
F -2.675 2.949 1.752 -0.174
F -2.099 5.320 0.306 0.067
F 2.444 5.438 -0.746 0.112
F 1.172 4.323 0.613 0.142
F -4.704 6.129 1.841 0.094
F 1.096 3.529 -2.840 0.033
F 3.122 3.555 -2.072 0.089
F 0.360 5.132 -1.230 0.085
F -2.472 4.932 3.102 -0.138
F -4.862 2.723 2.545 -0.175
F -3.948 6.199 -0.601 0.064
F -4.644 4.620 3.819 -0.160
F -5.561 4.308 0.914 0.082
O 1.112 -5.418 0.830 -0.025
O 2.030 -5.577 2.779 0.079
O 2.777 1.747 -4.232 -0.287
O 1.677 0.643 1.340 -0.076
N -3.610 -4.853 -1.135 -0.239
N 1.413 -6.044 1.836 -0.342
N 3.881 0.194 1.383 0.139
N -5.007 -6.580 -1.394 0.014
N 1.653 1.746 -1.458 -0.124
C 1.472 4.408 -0.712 -0.333
C 4.867 -0.484 -1.524 -0.144
C 3.163 4.114 3.541 -0.053
C 0.181 -10.084 2.085 -0.065
C 3.390 2.541 1.415 -0.117
C -2.563 3.894 -2.177 -0.146
C -2.554 -0.995 -2.102 -0.436
C 4.689 4.832 1.623 -0.043
C 1.816 3.195 -1.642 -0.269
C -3.446 5.039 0.057 -0.342
C -4.349 4.868 1.350 -0.346
C 0.999 -7.448 1.916 -0.145
C 4.125 5.128 2.993 -0.038
C -1.030 -0.593 -2.395 -0.297
C -0.926 2.208 -0.884 -0.131
C -3.652 3.873 -1.020 -0.069
C -5.226 -5.984 -0.128 -0.124
C -4.297 -4.825 0.103 -0.031
C 5.251 -1.639 -1.649 0.090
C -0.097 -9.345 0.941 -0.061
C 4.230 0.958 -1.377 -0.147
C -2.536 -3.933 -1.537 -0.980
C 2.828 2.876 2.795 -0.004
C 0.876 -9.505 3.142 -0.062
C 0.312 -8.021 0.852 -0.001
C -0.169 -0.198 -1.115 -0.169
C 2.781 0.994 -0.759 -0.188
C 2.915 1.193 0.825 -0.423
C 0.497 1.227 0.817 -0.118
C -1.714 2.527 -2.209 -0.180
C -3.988 -5.862 -2.039 -0.120
C 4.305 3.578 0.866 -0.042
C 1.290 -8.183 3.060 -0.001
C 0.340 1.271 -0.822 -0.301
H 4.428 6.063 3.543 0.105
H 1.830 -7.742 3.889 0.120
H 5.883 -2.560 -1.549 0.071
H -0.854 3.183 -0.289 0.111
H -4.677 4.054 -1.480 0.143
H -0.362 0.648 1.296 0.160
H -3.296 -0.311 -2.630 0.079
H 1.091 -10.086 4.031 0.111
H -1.927 4.819 -2.230 0.113
H -0.907 -0.514 -0.300 0.122
H -2.821 -1.078 -1.011 0.084
H -1.140 2.409 -3.187 0.100
H 3.741 -0.724 0.952 0.097
H -0.636 -9.801 0.119 0.111
H -0.146 -11.116 2.155 0.111
H 0.615 -1.023 -1.005 0.109
H 5.409 5.585 1.181 0.107
H -0.579 -1.540 -2.844 0.059
H 0.087 -7.454 -0.043 0.112
H 0.340 2.242 1.292 0.127
H 4.442 1.468 -2.349 0.100
H -1.683 1.639 -0.235 0.132
H -1.035 0.139 -3.251 0.074
H 4.728 3.428 -0.160 0.086
H 2.527 -0.124 -0.750 0.133
H 2.671 4.279 4.546 0.107
H 4.839 0.537 1.317 0.100
H -5.989 -6.290 0.647 0.102
H 4.945 1.444 -0.633 0.110
H 2.093 2.167 3.287 0.121
H -3.705 2.849 -0.550 0.121
H -2.540 1.741 -2.319 0.097
H -3.575 -6.080 -3.067 0.142
H -3.149 3.870 -3.157 0.127
H 3.575 1.183 -4.311 0.068
H -4.176 -4.124 0.964 0.116
```

The LUMO energy comes out at -3.8 eV. Its total charge is +1.

---

(3)
Density functional theory data (ωB97M-V/def2-TZVPD) for a molecular structure, C34H36ClIN5OSbSe4Ti.

Structure (XYZ):
```
84
Properties=species:S:1:pos:R:3:lowdin_charge:R:1
I 4.510 4.503 -1.738 0.845
Sb -0.136 -0.110 5.272 -0.297
Se 0.371 2.205 5.837 -0.155
Se -2.249 -0.818 6.281 0.116
Se -0.339 -0.251 2.713 0.444
Se 1.649 -1.617 6.012 -0.201
Ti -0.486 -0.285 0.463 0.629
Cl -7.059 -1.873 2.797 0.650
O 0.661 1.145 0.616 -0.273
N -0.758 -2.280 0.988 -0.124
N 0.402 3.290 -1.324 0.080
N -0.931 -1.623 -1.416 0.035
N 0.635 0.485 -2.117 0.100
N 1.590 -1.553 -0.352 -0.180
C 2.400 4.519 -1.680 -0.680
C -1.984 -3.977 2.135 -0.018
C -3.477 0.347 1.124 -0.335
C 2.496 1.621 2.117 -0.015
C -0.264 1.459 -4.111 -0.049
C -0.369 1.017 -2.805 -0.152
C -3.662 0.188 2.506 -0.083
C 1.719 3.365 -1.330 -0.226
C -5.637 -0.725 0.811 -0.121
C -2.633 -2.549 -2.833 -0.035
C 0.298 5.576 -1.988 -0.047
C 1.670 -2.218 0.947 -0.162
C -4.531 -0.075 0.299 -0.083
C 1.815 0.380 -2.714 -0.284
C -0.064 -2.500 -1.939 -0.228
C 3.006 -0.188 -1.978 -0.113
C -1.717 -3.416 -3.415 -0.038
C 1.351 -2.531 -1.410 -0.096
C -5.717 -0.974 2.172 -0.690
C 2.792 -0.739 -0.565 -0.154
C 2.012 0.783 -4.037 -0.019
C 0.491 3.167 1.936 -0.019
C 0.393 -4.116 2.005 0.011
C -2.255 0.952 0.565 -0.229
C -2.193 -1.675 -1.862 -0.107
C 0.384 -2.928 1.295 -0.296
C 1.179 1.934 1.456 -0.474
C -4.745 -0.484 3.031 -0.104
C -0.810 -4.652 2.446 -0.019
C -0.413 -3.388 -2.945 -0.005
C -0.293 4.369 -1.645 -0.127
C 0.964 1.338 -4.745 -0.053
C -1.918 -2.807 1.407 -0.104
C 1.682 5.654 -2.015 -0.129
H 1.217 3.963 2.092 0.100
H -4.514 0.158 -0.761 0.103
H -4.831 -0.623 4.099 0.085
H -1.318 1.084 -2.289 0.091
H 2.718 0.105 0.125 0.087
H -3.666 -2.542 -3.142 0.111
H 2.550 0.556 2.366 0.072
H -1.114 1.887 -4.619 0.106
H -2.012 -4.094 -4.200 0.111
H -1.369 4.257 -1.626 0.115
H -2.430 1.290 -0.475 0.047
H -0.820 -5.553 3.037 0.114
H -1.960 1.832 1.170 0.060
H 2.015 -2.353 -2.258 0.124
H 3.755 0.608 -1.890 0.120
H 1.096 1.658 -5.770 0.109
H 2.259 2.471 -1.052 0.078
H -0.293 3.486 1.250 0.075
H 3.336 1.860 1.460 0.093
H 0.340 -4.040 -3.360 0.120
H 2.186 6.568 -2.290 0.099
H 3.466 -0.948 -2.620 0.114
H 1.870 -1.454 1.723 0.091
H -0.305 6.435 -2.238 0.107
H 2.980 0.656 -4.500 0.116
H -2.890 -0.986 -1.404 0.084
H 2.601 2.196 3.035 0.088
H -2.811 -2.223 1.188 0.117
H -6.441 -1.029 0.159 0.100
H 3.695 -1.317 -0.295 0.139
H 2.514 -2.932 0.991 0.139
H 0.041 2.944 2.914 0.047
H 1.336 -4.584 2.245 0.123
H -2.936 -4.341 2.480 0.114
H -2.941 0.620 3.186 0.068
H 1.574 -3.554 -1.059 0.146
```

The LUMO energy (spin up / spin down) comes out at -0.5 / -1.7 eV. Its energy relative to the best compared isomer or geometry (same formula, charge and spin) is 2.896 eV. Its spin multiplicity is 3.

---

(4)
Density functional theory data (ωB97M-V/def2-TZVPD) for a molecular structure, C34H36ClIN5OSbSe4Ti.

Structure (XYZ):
```
84
Properties=species:S:1:pos:R:3:lowdin_charge:R:1
I 2.828 -4.391 -4.028 0.916
Sb -2.548 -4.043 -2.328 -0.329
Se -0.966 -4.417 -4.213 0.014
Se -4.588 -3.643 -3.469 -0.111
Se -2.277 -5.524 -0.484 -0.085
Se -1.718 -1.723 -1.690 0.239
Ti -0.872 -0.050 -0.323 0.626
Cl -4.245 5.176 3.452 0.635
O 0.035 0.784 -1.880 -0.166
N 1.993 -1.439 -1.056 0.084
N 2.390 2.167 -0.939 0.124
N 0.362 0.928 1.670 -0.148
N -2.200 -0.503 1.418 0.005
N 0.121 -1.882 1.106 0.051
C 1.798 3.283 -0.517 -0.291
C -3.174 -1.416 1.447 -0.104
C -3.571 -1.003 3.762 -0.036
C 1.566 -2.459 2.916 -0.023
C -1.911 0.177 2.526 -0.269
C -0.041 -3.184 0.863 -0.177
C 0.748 3.158 0.560 -0.097
C 0.891 -1.533 2.130 -0.263
C 3.055 -2.955 -2.562 -0.721
C 1.924 -2.385 -1.989 -0.229
C -2.607 1.324 -0.902 -0.189
C 0.586 -4.174 1.595 -0.044
C -4.406 2.831 2.096 -0.106
C 0.332 1.149 -3.007 -0.431
C 3.312 2.264 -1.895 -0.133
C -0.905 1.283 2.382 -0.120
C -4.054 1.960 1.075 -0.058
C 0.826 0.155 -4.000 0.022
C 1.095 -0.076 2.471 -0.118
C -2.963 4.504 1.155 -0.114
C 4.309 -2.543 -2.142 -0.136
C -2.566 -0.046 3.725 -0.001
C 4.378 -1.567 -1.158 -0.063
C -2.622 3.616 0.146 -0.087
C -3.835 4.091 2.148 -0.684
C 2.150 4.537 -1.013 -0.021
C -3.111 2.303 0.100 -0.323
C 3.198 -1.045 -0.653 -0.156
C 3.693 3.461 -2.479 -0.062
C 3.103 4.626 -2.012 -0.060
C 1.419 -3.807 2.637 -0.046
C 0.180 2.584 -3.396 0.015
C -3.884 -1.691 2.605 -0.021
C 1.153 2.191 1.674 -0.159
H 1.677 5.426 -0.618 0.115
H -4.527 0.985 1.034 0.114
H 0.924 -2.696 -2.280 0.032
H 2.211 1.958 1.577 0.112
H -1.964 3.955 -0.648 0.106
H -0.703 -3.454 0.055 -0.052
H 2.189 -2.119 3.733 0.117
H 0.863 0.069 3.535 0.138
H -2.300 0.530 4.600 0.120
H -2.268 1.877 -1.783 0.046
H 0.398 -5.205 1.328 0.093
H 1.082 2.933 -3.904 0.094
H -0.664 1.676 3.378 0.130
H 1.937 -4.551 3.228 0.111
H 5.333 -1.212 -0.793 0.106
H -3.367 -1.934 0.515 0.077
H -0.031 3.200 -2.525 0.075
H -3.387 0.623 -1.198 0.036
H -4.099 -1.201 4.685 0.113
H 1.017 2.654 2.659 0.127
H 0.740 0.536 -5.016 0.095
H 3.218 -0.264 0.099 0.092
H -1.383 2.095 1.825 0.110
H -0.203 2.823 0.137 0.082
H 3.389 5.590 -2.411 0.111
H 0.568 4.159 0.954 0.121
H 3.775 1.331 -2.201 0.102
H 1.881 -0.045 -3.791 0.096
H 5.205 -2.976 -2.564 0.098
H -4.660 -2.443 2.575 0.118
H 0.270 -0.779 -3.889 0.071
H 2.162 0.125 2.366 0.119
H -0.643 2.659 -4.112 0.111
H -5.126 2.537 2.848 0.106
H 4.436 3.479 -3.264 0.106
H -2.567 5.511 1.169 0.103
```

The LUMO energy (spin up / spin down) comes out at -0.1 / -1.4 eV. Its energy relative to the best compared isomer or geometry (same formula, charge and spin) is 0.861 eV. Its spin multiplicity is 3.

---

(5)
Density functional theory data (ωB97M-V/def2-TZVPD) for a molecular structure, C34H36FIIrN5O3Si.

Structure (XYZ):
```
82
Properties=species:S:1:pos:R:3:lowdin_charge:R:1
Ir -0.193 -0.283 -0.296 1.363
I -3.504 -3.942 0.574 0.918
Si 1.851 2.439 -1.234 0.473
F 1.013 -0.812 1.792 0.010
O -1.747 -0.821 1.409 -0.107
O -3.118 1.801 -2.783 0.067
O 1.615 -3.448 -2.703 0.069
N -0.702 -0.770 -2.494 0.049
N 1.103 -2.051 -1.040 0.052
N -3.644 -0.922 2.595 0.215
N 1.598 1.067 -0.101 -0.086
N -2.201 0.805 -0.999 0.066
C -3.558 2.613 -1.667 -0.031
C -0.385 -2.159 -4.399 0.063
C -2.325 0.879 -2.276 -0.356
C -1.552 2.674 1.350 -0.064
C 2.161 -0.124 1.920 -0.211
C -3.612 4.099 2.511 -0.055
C 2.148 -2.902 -0.452 -0.220
C -3.668 -1.808 0.347 -0.554
C 2.988 -0.430 2.962 0.023
C -1.654 -0.101 -3.136 -0.185
C 1.749 -3.627 0.817 -0.211
C -2.814 2.613 0.782 -0.190
C 0.577 2.391 -2.609 -0.154
C 3.577 1.675 1.224 -0.013
C -2.348 4.133 3.082 -0.062
C 2.437 -4.927 2.726 -0.061
C 4.144 0.324 3.138 -0.011
C 0.118 -4.401 2.405 -0.072
C 0.429 -3.725 1.235 -0.067
C -3.844 3.344 1.374 -0.030
C -1.316 3.420 2.495 -0.066
C 2.752 -4.237 1.567 -0.037
C 2.411 0.893 0.956 -0.288
C 1.604 4.028 -0.252 -0.136
C 1.118 -5.001 3.154 -0.064
C 4.415 1.388 2.271 -0.038
C -0.085 -1.780 -3.098 -0.153
C 0.903 -2.440 -2.241 -0.313
C -2.011 -0.396 -4.442 0.063
C -3.173 1.776 -0.429 -0.219
C -1.358 -1.443 -5.080 0.020
C 2.474 -3.882 -1.615 -0.013
C 3.522 2.272 -2.097 -0.148
C -2.937 -1.147 1.485 -0.658
H 3.223 -5.404 3.297 0.114
H 0.131 -2.997 -4.846 0.139
H 3.505 -3.833 -1.957 0.140
H 2.724 -1.237 3.633 0.137
H 3.808 2.515 0.588 0.083
H 4.815 0.102 3.956 0.126
H -4.422 4.659 2.959 0.116
H -3.185 -0.507 3.390 0.137
H -0.424 2.610 -2.239 0.018
H -2.167 4.717 3.974 0.115
H -4.727 -1.570 0.330 0.057
H 5.298 1.993 2.431 0.124
H 1.769 4.886 -0.907 0.050
H -3.195 -1.560 -0.595 0.021
H 0.828 3.164 -3.338 0.057
H 3.784 -4.172 1.238 0.124
H 4.385 2.241 -1.436 0.026
H -0.913 -4.464 2.731 0.085
H 0.569 1.436 -3.135 0.023
H -3.028 3.566 -1.706 0.145
H -0.362 -3.269 0.653 0.053
H 0.585 4.092 0.133 0.020
H -2.785 0.178 -4.933 0.140
H -4.839 3.313 0.943 0.123
H 3.009 -2.264 -0.231 0.152
H 2.283 4.120 0.597 0.033
H -4.040 1.169 -0.136 0.150
H -4.578 -1.274 2.715 0.126
H 3.645 3.128 -2.764 0.048
H 3.543 1.369 -2.711 0.039
H 0.874 -5.532 4.064 0.113
H 2.218 -4.912 -1.373 0.143
H -1.618 -1.706 -6.096 0.134
H -0.728 2.151 0.891 0.057
H -4.624 2.788 -1.773 0.143
H -0.321 3.447 2.923 0.112
```

The LUMO energy (spin up / spin down) comes out at -5.9 / -7.2 eV. Its spin multiplicity is 5. Its total charge is +2.

---

no.,strongest force on any atom (eV/A)
1,3.43
2,7.10
3,4.36
4,1.53
5,0.89